No. 1
Density functional theory data (ωB97M-V/def2-TZVPD) for a cluster of 3 separate species, C11H16F7O7S in total at a distorted geometry.

- LUMO energy: 2.20 eV
- Net charge: -1
- Multiplicity: 1

Each atom is followed by the atoms it is bonded to, with distances in Å.
Positions of all 42 atoms, in Å:
1 O -4.5184 0.6218 1.2671  S2 1.468
2 S -4.9610 -0.6962 0.7962  O1 1.468, O3 1.474, O4 1.539, C5 1.827
3 O -5.7863 -0.6796 -0.4247  S2 1.474
4 O -5.7740 -1.3637 1.9199  S2 1.539
5 C -3.5674 -1.8456 0.5201  S2 1.827, C6 1.559, H9 1.117, H10 1.112
6 C -2.3481 -1.2382 -0.2373  C5 1.559, C7 1.564, H11 1.131, H12 1.114
7 C -1.6569 -0.0281 0.4721  C6 1.564, F8 1.393, H13 1.107, H14 1.120
8 F -1.8154 -0.0059 1.8559  C7 1.393
9 H -3.9722 -2.6556 -0.1336  C5 1.117
10 H -3.2924 -2.3620 1.4661  C5 1.112
11 H -1.5683 -2.0563 -0.2895  C6 1.131
12 H -2.5781 -0.9948 -1.2995  C6 1.114
13 H -2.0193 0.8944 -0.0207  C7 1.107
14 H -0.5583 -0.0867 0.2641  C7 1.120
15 C 4.0991 -1.4511 3.0594  C16 1.515, H24 1.091, H25 1.091, H26 1.090
16 C 4.0593 -2.8932 2.5970  C15 1.515, O17 1.435, H27 1.090, H28 1.091
17 O 2.7220 -3.4120 2.6443  C16 1.435, C18 1.336
18 C 1.9268 -3.0716 1.6258  O17 1.336, O19 1.195, C20 1.528
19 O 2.2547 -2.3806 0.7082  C18 1.195
20 C 0.5537 -3.7242 1.7841  C18 1.528, F21 1.340, F22 1.347, F23 1.333
21 F 0.0710 -3.5969 3.0274  C20 1.340
22 F 0.6046 -5.0450 1.5231  C20 1.347
23 F -0.3511 -3.1976 0.9597  C20 1.333
24 H 3.6549 -1.3552 4.0517  C15 1.091
25 H 5.1269 -1.0875 3.0949  C15 1.091
26 H 3.5287 -0.8059 2.3906  C15 1.090
27 H 4.6531 -3.5118 3.2694  C16 1.090
28 H 4.4779 -3.0075 1.5960  C16 1.091
29 C 1.7944 5.1309 -2.0980  C30 1.515, H38 1.092, H39 1.091, H40 1.090
30 C 1.3176 4.5947 -3.4322  C29 1.515, O31 1.435, H41 1.090, H42 1.091
31 O 0.8134 3.2579 -3.2993  C30 1.435, C32 1.338
32 C -0.4303 3.1476 -2.8189  O31 1.338, O33 1.193, C34 1.529
33 O -1.1206 4.0685 -2.5029  C32 1.193
34 C -0.8513 1.6787 -2.7710  C32 1.529, F35 1.343, F36 1.346, F37 1.331
35 F 0.1015 0.8936 -2.2414  C34 1.343
36 F -1.1029 1.2005 -4.0038  C34 1.346
37 F -1.9532 1.4927 -2.0479  C34 1.331
38 H 2.5290 4.4558 -1.6550  C29 1.092
39 H 2.2469 6.1160 -2.2194  C29 1.091
40 H 0.9703 5.2158 -1.3891  C29 1.090
41 H 2.1551 4.5399 -4.1273  C30 1.090
42 H 0.5646 5.2438 -3.8816  C30 1.091

No. 2
Density functional theory data (ωB97M-V/def2-TZVPD) for the ion C4H8NO2 with charge -1 at a distorted geometry.

- LUMO energy: 4.24 eV
- Net charge: -1
- Multiplicity: 1
- SMILES: CN[C@@H](C)C(=O)[O-]

Each atom is followed by the atoms it is bonded to, with distances in Å.
Positions of all 15 atoms, in Å:
1 C 1.5676 -0.1349 1.3275  N2 1.470, H8 1.096, H9 1.099, H10 1.082
2 N 0.9278 -0.5028 0.0558  C1 1.470, C3 1.493, H11 1.025
3 C -0.3374 0.2239 -0.2628  N2 1.493, C4 1.529, C5 1.539, H12 1.109
4 C -0.4312 0.6701 -1.7224  C3 1.529, H13 1.095, H14 1.091, H15 1.087
5 C -1.5580 -0.5745 0.2275  C3 1.539, O6 1.255, O7 1.259
6 O -2.5367 -0.8361 -0.5126  C5 1.255
7 O -1.4283 -0.9815 1.4121  C5 1.259
8 H 1.3480 0.9300 1.4665  C1 1.096
9 H 2.6630 -0.1604 1.2383  C1 1.099
10 H 1.1853 -0.6929 2.1717  C1 1.082
11 H 0.4800 -1.3765 0.3507  N2 1.025
12 H -0.3021 1.1244 0.3831  C3 1.109
13 H -1.5008 0.6479 -1.9535  C4 1.095
14 H -0.1580 1.7203 -1.8332  C4 1.091
15 H 0.0807 -0.0570 -2.3485  C4 1.087

Number 1: total energy -55858.213 eV. Number 2: total energy -9863.735 eV.